Formula: C4H2
Source: the Open Molecules 2025 dataset
Level of theory: ωB97M-V/def2-TZVPD

## Properties
E_HOMO in eV: -9.5
Energy in a.u.: -153.37698
Relative energy (zero: lowest compared OMol25 entry of this formula, charge and spin) in kcal/mol: 65.32

Each line ends with the Mulliken charge.
Element x y z (Å)
C (-2.63, 0.30, -0.16)  -0.168
C (-3.33, -0.77, 0.18)  -0.141
C (-1.36, 0.48, 0.01)  0.363
C (-0.13, 0.07, -0.03)  -0.564
H (0.64, 0.88, 0.14)  0.237
H (-0.08, -1.01, -0.23)  0.274